Entry 1:
# C28H64BrClFN2O12P2S6

C28H64BrClFN2O12P2S6 as an isolated structure at a distorted geometry (ωB97M-V/def2-TZVPD, the Open Molecules 2025 dataset).

Positions of all 117 atoms, in Å:
C1 -0.92 0.39 3.74
C2 -1.34 0.99 2.64
C3 -2.42 0.48 1.74
C4 -2.12 0.35 0.22
N1 -1.62 1.62 -0.41
P1 -2.30 2.98 0.39
O1 -1.02 3.99 0.28
Cl1 -3.65 3.98 -0.87
C5 -1.04 1.53 -1.78
O2 -0.36 2.67 -2.21
C6 -0.84 3.91 -2.74
C7 -1.70 3.94 -3.97
P2 -2.28 0.54 -2.88
O3 -3.69 1.23 -2.53
O4 -2.02 1.06 -4.40
C8 0.20 0.54 -1.76
O5 0.49 0.23 -3.09
C9 1.74 0.49 -3.75
C10 1.84 1.80 -4.50
O6 2.66 2.68 -3.77
C11 2.91 3.91 -4.43
C12 3.41 4.92 -3.41
C13 1.42 1.08 -1.01
C14 1.31 1.49 0.43
F1 2.35 0.01 -1.05
N2 -0.12 -0.85 -1.11
Br1 -0.12 -2.27 -2.41
C15 -1.28 -0.98 -0.03
S1 -2.46 -2.26 -0.51
C16 -0.58 -1.59 1.19
C17 -0.06 -3.02 1.04
C18 0.28 -3.70 2.29
O7 -0.90 -4.06 1.41
H1 -1.44 -0.44 4.21
H2 -0.04 0.76 4.25
H3 -0.86 1.91 2.37
H4 -2.79 -0.48 2.08
H5 -3.29 1.13 1.82
H6 -3.11 0.14 -0.18
H7 -1.30 4.91 0.25
H8 0.09 4.43 -2.98
H9 -1.29 4.53 -1.97
H10 -1.18 3.62 -4.87
H11 -1.99 4.98 -4.11
H12 -2.63 3.39 -3.88
H13 -3.94 2.02 -3.03
H14 -1.64 0.33 -4.91
H15 2.60 0.40 -3.10
H16 1.84 -0.33 -4.45
H17 2.29 1.61 -5.48
H18 0.85 2.22 -4.65
H19 3.65 3.75 -5.22
H20 1.99 4.26 -4.90
H21 4.45 4.73 -3.16
H22 3.32 5.93 -3.79
H23 2.83 4.82 -2.50
H24 1.85 1.91 -1.56
H25 0.79 2.43 0.56
H26 2.34 1.64 0.78
H27 0.86 0.76 1.09
H28 0.75 -1.09 -0.63
H29 -3.41 -1.52 -1.11
H30 -1.28 -1.66 2.02
H31 0.30 -1.01 1.46
H32 0.59 -3.24 0.20
H33 -0.22 -3.48 3.23
H34 0.98 -4.52 2.22
C19 -4.14 8.15 -0.57
S2 -4.73 7.17 -1.95
O8 -3.62 7.11 -2.93
C20 -5.91 8.38 -2.55
H35 -3.36 7.58 -0.07
H36 -3.75 9.09 -0.94
H37 -4.96 8.32 0.13
H38 -5.39 9.31 -2.78
H39 -6.68 8.54 -1.79
H40 -6.36 7.97 -3.45
C21 -6.24 -7.00 0.82
S3 -5.14 -6.02 1.84
O9 -5.77 -4.68 1.99
C22 -3.84 -5.83 0.63
H41 -7.15 -7.18 1.40
H42 -6.48 -6.44 -0.08
H43 -5.77 -7.95 0.58
H44 -4.25 -5.36 -0.27
H45 -3.41 -6.81 0.38
H46 -3.07 -5.20 1.07
C23 -1.74 -5.77 6.96
S4 -0.39 -5.43 5.82
O10 -0.48 -3.99 5.44
C24 -1.08 -6.36 4.45
H47 -1.53 -5.24 7.88
H48 -2.67 -5.41 6.52
H49 -1.78 -6.84 7.15
H50 -2.06 -5.96 4.20
H51 -1.15 -7.42 4.72
H52 -0.41 -6.25 3.60
C25 7.00 1.64 0.83
S5 5.28 1.39 0.39
O11 4.47 1.70 1.61
C26 5.37 -0.40 0.28
H53 7.15 2.70 0.99
H54 7.22 1.08 1.74
H55 7.63 1.30 0.01
H56 5.72 -0.80 1.23
H57 6.06 -0.68 -0.52
H58 4.38 -0.77 0.06
C27 6.29 -5.68 1.70
S6 5.85 -3.94 1.66
O12 6.56 -3.34 0.50
C28 6.75 -3.46 3.13
H59 5.86 -6.15 0.83
H60 7.38 -5.77 1.68
H61 5.89 -6.13 2.61
H62 7.81 -3.72 3.00
H63 6.33 -3.98 4.00
H64 6.64 -2.39 3.25

Total charge: +1

Here are the Löwdin charges for atoms 1 to 8, given in e: number 1, C, carries 0.030; number 2, C, carries -0.210; number 3, C, carries -0.207; number 4, C, carries -0.319; number 5, N, carries -0.199; number 6, P, carries 0.656; number 7, O, carries -0.320; number 8, Cl, carries 0.296


Entry 2:
# C28H64Cl2N8O10

A 10-piece molecular cluster, C28H64Cl2N8O10 overall at a distorted geometry (ωB97M-V/def2-TZVPD, the Open Molecules 2025 dataset).

Positions of all 112 atoms, in Å:
O1 2.42 8.95 1.27
C1 2.91 7.77 1.82
C2 2.09 6.35 1.50
O2 0.76 6.24 1.02
H1 2.91 7.87 2.90
H2 3.96 7.60 1.59
H3 2.24 5.48 2.14
H4 2.62 5.97 0.63
C3 16.12 6.56 3.60
C4 14.85 7.32 3.25
O3 14.82 8.49 3.42
N1 13.75 6.76 2.73
C5 12.47 7.43 2.67
H5 17.11 6.71 3.17
H6 15.83 5.60 3.17
H7 16.19 6.35 4.67
H8 13.83 5.81 2.41
H9 11.73 7.06 3.38
H10 11.93 7.33 1.72
H11 12.52 8.49 2.92
C6 8.72 8.50 -6.77
C7 7.39 9.16 -6.68
O4 6.48 8.90 -7.49
N2 7.14 9.91 -5.58
C8 5.96 10.63 -5.34
H12 8.99 7.93 -5.88
H13 9.45 9.31 -6.83
H14 8.73 7.85 -7.64
H15 7.89 10.10 -4.93
H16 5.06 10.19 -5.75
H17 6.01 11.67 -5.66
H18 5.81 10.82 -4.28
C9 5.48 12.95 6.32
C10 6.67 13.56 5.49
O5 7.35 14.39 5.98
N3 6.76 13.22 4.19
C11 7.41 14.08 3.23
H19 5.77 11.97 6.67
H20 4.49 13.00 5.86
H21 5.35 13.60 7.18
H22 6.04 12.65 3.77
H23 6.74 14.59 2.54
H24 7.97 13.39 2.60
H25 8.03 14.85 3.70
C12 -1.95 8.93 7.62
C13 -2.76 10.21 7.22
O6 -2.94 10.58 6.03
N4 -3.23 10.87 8.30
C14 -4.01 12.03 8.31
H26 -2.07 8.34 6.71
H27 -2.42 8.33 8.40
H28 -0.90 9.16 7.73
H29 -3.12 10.35 9.16
H30 -4.76 11.94 9.10
H31 -4.56 12.18 7.37
H32 -3.56 12.99 8.56
C15 -4.43 6.01 -7.30
C16 -3.09 6.35 -6.74
O7 -2.94 7.44 -6.09
N5 -2.11 5.59 -7.11
C17 -0.75 5.96 -6.74
H33 -4.25 6.06 -8.37
H34 -5.23 6.72 -7.08
H35 -4.72 4.98 -7.08
H36 -2.28 4.60 -7.12
H37 -0.48 6.90 -7.23
H38 0.05 5.23 -6.86
H39 -0.55 6.32 -5.73
C18 6.86 1.27 2.39
C19 6.21 0.27 3.32
O8 6.90 -0.24 4.20
N6 4.85 0.38 3.28
C20 3.91 -0.36 4.12
H40 6.17 2.10 2.27
H41 7.07 0.77 1.45
H42 7.64 1.79 2.95
H43 4.53 1.15 2.71
H44 4.21 -1.40 4.18
H45 2.89 -0.27 3.73
H46 3.84 0.17 5.07
C21 5.07 4.93 9.08
C22 5.62 6.12 9.84
O9 6.56 6.80 9.43
N7 4.92 6.51 10.91
C23 5.15 7.52 11.88
H47 5.93 4.32 8.79
H48 4.49 5.12 8.18
H49 4.55 4.26 9.76
H50 4.07 5.97 10.98
H51 4.90 7.27 12.91
H52 4.41 8.24 11.54
H53 6.10 8.06 11.80
C24 -6.95 3.81 4.79
C25 -5.60 4.20 4.15
O10 -5.61 5.08 3.40
N8 -4.52 3.49 4.22
C26 -4.26 2.24 4.93
H54 -7.03 3.86 5.87
H55 -7.03 2.73 4.70
H56 -7.79 4.35 4.34
H57 -3.80 4.03 3.77
H58 -4.11 1.34 4.34
H59 -5.00 2.11 5.72
H60 -3.21 2.34 5.22
Cl1 -4.72 0.37 -3.88
C27 -3.65 1.22 -2.74
C28 -2.20 0.65 -2.80
Cl2 -2.21 -1.16 -2.37
H61 -4.00 1.14 -1.72
H62 -3.57 2.29 -2.95
H63 -1.60 1.17 -2.05
H64 -1.76 0.76 -3.79

Total charge: -2
Energy relative to the best compared isomer or geometry (same formula, charge and spin), eV: 7.7589

Here are the Löwdin charges for atoms 1 to 8, given in e: number 1, O, carries -0.417; number 2, C, carries -0.497; number 3, C, carries -0.458; number 4, O, carries -0.443; number 5, H, carries 0.023; number 6, H, carries 0.027; number 7, H, carries 0.022; number 8, H, carries 0.023


no.,HOMO-LUMO gap (eV),E_HOMO (eV),lowest unoccupied orbital energy (eV)
1,6.887,-10.5,-3.6
2,1.314,1.8,3.1